No. 1
This record from the OMol25 dataset describes 2 unconnected molecules or ions with the total composition C6H12O. The level of theory is ωB97M-V with the def2-TZVPD basis set.

```
19
Properties=species:S:1:pos:R:3
C 1.434 -1.043 -1.744
C 0.837 0.294 -1.260
C 0.200 -0.042 0.205
C 0.012 0.779 1.243
C -0.100 2.333 1.033
C -1.083 3.157 1.498
H 1.658 -1.643 -0.825
H 2.332 -1.206 -2.249
H 0.640 -1.739 -2.331
H 0.375 0.798 -2.200
H 1.667 1.033 -0.953
H -0.267 -1.121 0.197
H 0.320 0.623 2.289
H 0.783 2.684 0.406
H -1.993 3.068 1.972
H -0.748 4.157 1.175
H -2.348 -3.514 0.980
H -2.111 -4.619 -0.025
O -1.607 -3.998 0.587
```

The value obtained for the lowest unoccupied orbital energy (alpha / beta) is -5.09 / -8.11 eV. Its orbital gap (alpha / beta) is 9.3 / 6.3 eV. The spin multiplicity is 2. Its net charge is +1.

Atom charges from the Löwdin analysis, given in e for atoms 1 to 4:
1 C -0.13
2 C -0.18
3 C 0.06
4 C 0.04

=====

No. 2
This record from the OMol25 dataset describes 3 unconnected molecules or ions with the total composition C6H12O12S3. The level of theory is ωB97M-V with the def2-TZVPD basis set.

```
33
Properties=species:S:1:pos:R:3
O -1.943 -0.452 -4.409
S -0.549 -0.484 -4.905
O -0.022 -1.673 -5.505
O -0.141 0.880 -5.764
C 1.276 1.169 -5.584
C 1.622 0.603 -4.144
O 0.446 -0.026 -3.702
H 1.796 0.708 -6.424
H 1.309 2.250 -5.726
H 2.168 1.129 -3.361
H 2.181 -0.330 -4.219
O 0.959 1.544 1.747
S 0.495 1.016 0.469
O 1.229 1.499 -0.713
O 0.327 -0.596 0.458
C -0.681 -0.929 -0.593
C -1.757 0.153 -0.563
O -1.140 1.163 0.186
H -0.205 -0.777 -1.562
H -1.086 -1.928 -0.432
H -2.680 -0.175 -0.085
H -2.120 0.405 -1.559
O 1.226 0.777 6.944
S 0.775 -0.506 6.421
O 1.174 -1.708 7.190
O -0.856 -0.459 6.152
C -1.277 -0.636 4.849
C -0.019 -0.174 4.042
O 1.096 -0.562 4.785
H -1.389 -1.712 4.719
H -2.203 -0.231 4.442
H -0.007 0.860 3.698
H -0.004 -0.799 3.149
```

The value obtained for the lowest unoccupied orbital energy is 0.21 eV. Its orbital gap is 11.3 eV. Its net charge is 0. Its SMILES is O=S1(=O)OCCO1.O=S1(=O)OCCO1.O=S1(=O)OCCO1.

Atom charges from the Löwdin analysis, given in e for atoms 1 to 4:
1 O -0.25
2 S 0.72
3 O -0.22
4 O -0.22

=====

No. 3
This record from the OMol25 dataset describes a single C6H12O12S3 molecule. The level of theory is ωB97M-V with the def2-TZVPD basis set.

```
33
Properties=species:S:1:pos:R:3
O -0.367 -4.059 -0.762
S 0.997 -3.645 -0.435
O 1.573 -4.376 0.673
O 1.952 -4.001 -1.726
C 1.219 -1.815 -0.253
O 2.661 -1.448 -0.325
C 0.632 -1.332 1.100
C 0.719 0.174 1.163
C -0.380 1.032 0.968
C -1.842 0.476 0.926
O -2.585 1.291 1.841
S -2.482 0.364 -0.834
O -1.711 -0.606 -1.650
O -2.516 1.702 -1.452
O -4.016 -0.205 -0.681
C -0.147 2.558 0.736
O -1.412 3.221 0.421
S 1.262 2.843 -0.442
O 1.167 4.127 -1.161
O 1.463 1.706 -1.321
O 2.608 2.852 0.479
H 1.532 -4.848 -1.967
H 0.667 -1.357 -1.090
H 3.120 -1.933 -1.020
H 1.216 -1.738 1.946
H -0.393 -1.723 1.275
H 1.728 0.631 1.215
H -1.945 -0.539 1.311
H -2.366 2.236 1.630
H -4.090 -0.509 -1.588
H 0.189 2.975 1.670
H -1.754 2.990 -0.465
H 3.301 2.959 -0.183
```

The value obtained for the lowest unoccupied orbital energy is -0.28 eV. Its orbital gap is 10.2 eV. Its net charge is 0. Its SMILES is O=S(=O)(O)[C@H](O)C/C=C(\[C@@H](O)S(=O)(=O)O)[C@H](O)S(=O)(=O)O.

Atom charges from the Löwdin analysis, given in e for atoms 1 to 4:
1 O -0.29
2 S 0.68
3 O -0.28
4 O -0.17